DFT (wB97M-V/def2-TZVPD) results for a structure of composition C23H26IN4O2RhS4.

Atoms and positions in Å:
Rh (-0.53537, -0.11352, -1.05721)
O (-0.40589, -0.26572, 1.20943)
S (-0.48485, 0.09558, 2.68295)
C (1.24263, 0.17015, 3.27584)
C (2.24025, 0.40488, 2.14525)
C (2.60564, -0.89092, 1.42192)
C (3.64546, -0.69670, 0.32343)
S (2.90279, -0.24006, -1.28701)
O (1.53408, 0.36416, -0.98017)
C (2.60943, -1.90970, -1.85449)
C (3.69803, -2.61690, -2.35005)
C (3.51792, -3.92248, -2.77931)
C (2.25861, -4.50748, -2.73226)
C (1.17193, -3.79317, -2.24905)
C (1.35682, -2.49307, -1.80363)
C (-0.83866, 1.82895, 2.80246)
C (-0.47368, 2.70884, 1.79816)
C (-0.70717, 4.06388, 1.97818)
C (-1.30108, 4.52063, 3.14796)
C (-1.67626, 3.62499, 4.14103)
C (-1.44913, 2.26705, 3.97070)
H (1.43817, -0.76859, 3.79723)
H (1.25161, 0.97533, 4.00873)
H (3.14950, 0.83425, 2.57236)
H (1.83757, 1.13573, 1.44344)
H (1.71079, -1.34652, 0.99724)
H (3.01238, -1.59583, 2.15056)
H (4.18963, -1.61605, 0.11620)
H (4.36621, 0.08568, 0.56587)
H (4.67784, -2.15464, -2.40393)
H (4.36258, -4.47942, -3.16235)
H (2.12203, -5.52281, -3.07958)
H (0.18830, -4.24200, -2.23333)
H (0.49949, -1.92285, -1.43322)
H (-0.00932, 2.33369, 0.89766)
H (-0.40917, 4.76912, 1.21240)
H (-1.47079, 5.57995, 3.28808)
H (-2.14574, 3.98214, 5.04758)
H (-1.74384, 1.55864, 4.73690)
N (-1.60931, -3.31922, -0.37285)
C (-2.53382, -2.35981, -0.57371)
N (-2.26199, -1.07657, -0.72708)
C (-3.42304, -0.31604, -0.84826)
C (-4.56237, -1.01894, -0.85146)
S (-4.21400, -2.70074, -0.65055)
C (-3.15441, 1.09788, -0.94966)
C (-3.95550, 2.17027, -0.97973)
S (-3.01469, 3.60643, -1.20759)
C (-1.57598, 2.67766, -1.25342)
N (-1.79960, 1.39046, -1.06790)
N (-0.36014, 3.20781, -1.45800)
H (-0.68411, -3.04562, -0.08772)
H (-1.90888, -4.24314, -0.10974)
H (-5.57579, -0.66829, -0.95883)
H (-5.02858, 2.21428, -0.89441)
H (-0.26795, 4.17086, -1.73174)
H (0.41406, 2.59130, -1.65143)
I (-1.66243, 0.98960, -4.30860)
C (-0.48754, -0.22548, -3.06449)
H (0.55537, -0.10324, -3.34154)
H (-0.82799, -1.24469, -3.23724)

As for the charge: +2. The HOMO energy is -13.8 eV. The gap between HOMO and LUMO comes out at 7.15 eV.

Atom charges from the Löwdin analysis, given in e for atoms 1 to 5: 1.027, -0.618, 1.062, -0.281, -0.224


DFT (wB97M-V/def2-TZVPD) results for a structure of composition C23H26LuN3O.

Atoms and positions in Å:
Lu (0.73013, -0.21610, 1.03639)
C (2.06721, -0.88865, 3.15039)
C (2.06018, -2.05530, 2.35706)
C (0.73233, -2.54102, 2.30658)
C (-0.07573, -1.67821, 3.06878)
C (0.74163, -0.64967, 3.58316)
H (2.93961, -0.31789, 3.43003)
H (2.92984, -2.54237, 1.94613)
H (0.40369, -3.43433, 1.79856)
H (-1.13780, -1.77546, 3.22517)
H (0.41921, 0.15951, 4.21950)
C (-1.37111, -1.25923, -2.95876)
C (-0.46469, -1.26262, -1.77446)
N (-0.80152, -0.87307, -0.60799)
N (-2.11604, -0.47525, -0.40571)
C (-2.19465, 0.21035, 0.70543)
O (-1.19626, 0.52963, 1.45442)
C (-3.55891, 0.62659, 1.14682)
C (-4.67097, 0.41752, 0.33310)
C (-5.93446, 0.77805, 0.77334)
C (-6.09896, 1.35102, 2.02964)
C (-4.99140, 1.57572, 2.83513)
C (-3.72404, 1.21720, 2.39313)
C (0.96223, -1.70518, -1.91734)
C (1.45499, -2.15423, -3.12821)
C (2.78669, -2.54082, -3.21027)
C (3.57849, -2.46934, -2.08297)
C (3.00449, -2.00671, -0.90691)
N (1.73160, -1.63778, -0.82203)
H (-2.37505, -0.98515, -2.65718)
H (-1.39233, -2.23901, -3.44077)
H (-1.01329, -0.53932, -3.70038)
H (-4.53417, -0.03393, -0.63989)
H (-6.79310, 0.61176, 0.13462)
H (-7.08873, 1.62084, 2.37734)
H (-5.11386, 2.03348, 3.80866)
H (-2.85236, 1.39098, 3.01019)
H (0.81325, -2.19491, -3.99643)
H (3.19424, -2.88892, -4.15064)
H (4.62209, -2.75130, -2.10008)
H (3.59023, -1.91263, -0.00237)
C (2.70184, 3.83295, -0.84426)
C (2.60534, 2.32105, -0.63757)
C (2.67757, 1.63026, -1.99564)
C (1.35381, 1.91058, 0.14545)
H (3.59623, 4.13340, -1.40080)
H (2.70661, 4.35811, 0.11379)
H (1.82601, 4.18609, -1.40052)
H (3.49713, 2.02262, -0.06882)
H (1.79095, 1.88685, -2.58882)
H (2.70544, 0.54249, -1.91125)
H (3.55468, 1.93889, -2.57172)
H (0.47056, 2.15685, -0.47150)
H (1.25115, 2.58561, 1.01046)

The HOMO energy is -7.5 eV. The gap between HOMO and LUMO comes out at 6.89 eV.

Atom charges from the Löwdin analysis, given in e for atoms 1 to 5: 1.634, -0.221, -0.242, -0.203, -0.206


DFT (wB97M-V/def2-TZVPD) results for a structure of composition C23H26LuN4O5S at a distorted geometry.

Atoms and positions in Å:
Lu (0.95626, -1.41220, 0.99962)
O (2.22946, -2.03880, 2.59173)
C (2.12406, -0.80410, 2.77982)
O (2.42966, -0.01510, 1.83912)
C (1.32516, -0.24060, 3.95532)
C (0.79246, 1.12430, 3.47552)
C (0.03666, 1.82550, 4.61002)
C (-1.30534, 1.07530, 4.58892)
C (-1.01544, 0.00060, 3.53812)
O (-0.22054, 0.68530, 2.55892)
C (-0.01524, -1.02310, 4.11763)
C (-0.14624, -2.32480, 3.28132)
O (-0.01474, -3.41580, 3.78892)
O (-0.52674, -2.12760, 2.05892)
H (1.90776, -0.20790, 4.87213)
H (1.53236, 1.72830, 2.95272)
H (-0.10074, 2.88550, 4.40422)
H (0.56436, 1.71630, 5.55612)
H (-2.11694, 1.72500, 4.26473)
H (-1.58124, 0.64180, 5.54782)
H (-1.88644, -0.45010, 3.06042)
H (-0.21704, -1.26340, 5.16222)
N (0.02846, 0.06730, -0.42408)
S (-0.20654, 0.07050, -2.00427)
C (-1.78574, 0.92620, -2.27518)
C (-1.93784, 2.27430, -1.99318)
C (-3.18034, 2.86180, -2.16378)
C (-4.25624, 2.10740, -2.60648)
C (-4.09144, 0.76080, -2.88838)
C (-2.85404, 0.16350, -2.71838)
C (0.88346, 1.37200, -2.68218)
C (1.89706, 1.87450, -1.88578)
C (2.74006, 2.84350, -2.40608)
C (2.56326, 3.29090, -3.70598)
C (1.55926, 2.75860, -4.50118)
C (0.71136, 1.79030, -3.99078)
H (-0.27064, 0.95320, -0.01067)
H (-1.09544, 2.87050, -1.67238)
H (-3.30814, 3.91360, -1.96128)
H (-5.22264, 2.57010, -2.73808)
H (-4.92484, 0.17610, -3.24498)
H (-2.70464, -0.88140, -2.94678)
H (2.01476, 1.50300, -0.87298)
H (3.52466, 3.25740, -1.79248)
H (3.22356, 4.04270, -4.10928)
H (1.42726, 3.10730, -5.51258)
H (-0.07804, 1.36380, -4.59098)
N (3.09086, -1.72210, -0.39098)
H (3.74616, -1.31060, 0.27943)
H (3.21736, -1.22980, -1.27478)
H (3.39596, -2.68590, -0.53188)
N (-0.99094, -4.80150, -1.23698)
C (-0.30294, -4.38450, -2.33657)
C (0.52646, -3.39520, -1.89918)
N (0.35596, -3.20800, -0.55078)
C (-0.57074, -4.07590, -0.18837)
H (-1.70094, -5.51720, -1.21318)
H (-0.45104, -4.80210, -3.31228)
H (1.22256, -2.80930, -2.46548)
H (-0.94694, -4.18010, 0.81472)

As for the charge: +1. The HOMO energy is -11.6 eV. The gap between HOMO and LUMO comes out at 9.51 eV.

Atom charges from the Löwdin analysis, given in e for atoms 1 to 5: 1.662, -0.035, -0.654, -0.091, -0.068


DFT (wB97M-V/def2-TZVPD) results for an isolated molecule of C23H26N4O4S.

Atoms and positions in Å:
C (-4.99712, -3.11828, -0.47978)
C (-4.21599, -1.84689, -0.78980)
C (-3.26589, -1.37632, 0.32399)
C (-4.02623, -1.02635, 1.60341)
C (-2.17863, -2.41542, 0.61371)
N (-2.63179, -0.15859, -0.19751)
C (-1.72415, 0.58153, 0.45093)
O (-1.36321, 0.41491, 1.59937)
C (-1.10744, 1.66870, -0.46111)
C (-0.70997, 2.90964, 0.26071)
C (-0.48820, 3.19926, 1.57405)
C (-0.09284, 4.55834, 1.61462)
C (-0.09785, 4.98968, 0.32602)
O (-0.47117, 4.00284, -0.50273)
N (0.06204, 1.05521, -1.12239)
C (-0.15893, 0.25437, -2.18511)
O (-1.27581, 0.08654, -2.64999)
C (1.04528, -0.50723, -2.72606)
N (1.76872, -1.16895, -1.67070)
C (3.09390, -0.94769, -1.46263)
O (3.76964, -0.27630, -2.21727)
C (3.65081, -1.56042, -0.25138)
C (4.95679, -1.47579, 0.14692)
C (5.19947, -2.11188, 1.37869)
C (4.07788, -2.66921, 1.90753)
S (2.70212, -2.43084, 0.91325)
C (1.33923, 1.38171, -0.59896)
C (1.69835, 0.99119, 0.68693)
C (2.93591, 1.37928, 1.16904)
C (3.74522, 2.16271, 0.35938)
N (3.39191, 2.56170, -0.84864)
C (2.22423, 2.17802, -1.32201)
H (-5.62576, -2.98953, 0.39680)
H (-5.63993, -3.36192, -1.32242)
H (-4.33018, -3.95913, -0.31180)
H (-4.92404, -1.03995, -0.99353)
H (-3.62621, -2.00827, -1.69606)
H (-3.34397, -0.58112, 2.32114)
H (-4.81994, -0.31493, 1.38792)
H (-4.45871, -1.91900, 2.04433)
H (-1.66254, -2.68687, -0.30547)
H (-1.45992, -2.00078, 1.31558)
H (-2.60977, -3.30894, 1.05391)
H (-2.69666, -0.02819, -1.20061)
H (-1.81263, 1.92911, -1.26072)
H (-0.60313, 2.52845, 2.39887)
H (0.15936, 5.12715, 2.48541)
H (0.13399, 5.93795, -0.11627)
H (0.66868, -1.22925, -3.45927)
H (1.75470, 0.16257, -3.22170)
H (1.24542, -1.73979, -1.02521)
H (5.69902, -0.96648, -0.43982)
H (6.16365, -2.15353, 1.85212)
H (3.97078, -3.21143, 2.82621)
H (1.01588, 0.41009, 1.28904)
H (3.25824, 1.08730, 2.15647)
H (4.71635, 2.49977, 0.69543)
H (1.97107, 2.53127, -2.31283)

Its structure (SMILES) is CCC(C)(C)NC(=O)[C@@H](c1ccco1)N(C(=O)CNC(=O)c1cccs1)c1cccnc1. The HOMO energy is -8.7 eV. The gap between HOMO and LUMO comes out at 9.00 eV.

Atom charges from the Löwdin analysis, given in e for atoms 1 to 5: -0.090, -0.198, -0.532, -0.022, -0.020